Entry 1:
Density functional theory data (ωB97M-V/def2-TZVPD) for an isolated molecule of C3H4N2O.

Summary:
E_HOMO   -9.708 eV
Kohn-Sham gap   10.34 eV

Last column: natural (NBO) charge in e.
Cartesian coordinates (Å):
C: 0.27 -0.90 -0.16  -0.357
O: 2.39 0.12 0.38  -0.542
N: 0.42 1.39 0.53  -0.543
C: -0.77 1.09 0.13  0.313
H: -1.88 -0.57 -0.47  0.410
C: 1.19 0.23 0.32  0.645
H: -1.59 1.79 0.15  0.199
H: 0.76 -1.27 -1.06  0.236
H: 0.14 -1.72 0.55  0.229
N: -0.96 -0.16 -0.38  -0.590

---

Entry 2:
Density functional theory data (ωB97M-V/def2-TZVPD) for a cluster of 2 separate species, C3H4N2O in total.

Summary:
E_HOMO   -9.393 eV
Kohn-Sham gap   10.10 eV

Last column: natural (NBO) charge in e.
Cartesian coordinates (Å):
H: -2.74 -0.30 -0.76  0.240
C: 1.26 0.25 -0.70  0.687
N: 0.95 0.82 -1.73  -0.681
H: 0.36 0.00 1.79  0.525
H: 2.30 -0.97 0.24  0.404
C: -1.28 -0.09 0.95  0.333
N: 1.66 -0.19 0.38  -0.802
C: -1.99 -0.20 -0.02  -0.453
H: 0.07 0.60 -2.18  0.415
O: -0.58 0.07 2.04  -0.669

---

Entry 3:
Density functional theory data (ωB97M-V/def2-TZVPD) for an isolated molecule of C3H4N2O.

Summary:
E_HOMO   -8.812 eV
Kohn-Sham gap   9.65 eV

Last column: natural (NBO) charge in e.
Cartesian coordinates (Å):
H: 0.70 1.58 -0.75  0.233
H: 2.33 0.51 0.45  0.401
C: -0.73 0.04 0.00  0.232
N: 1.18 -1.12 0.23  -0.206
C: -0.14 -1.21 0.10  -0.142
H: -0.72 -2.11 0.03  0.213
N: 1.41 0.16 0.25  -0.294
C: 0.32 0.99 0.06  -0.272
H: -2.29 1.05 -0.23  0.482
O: -2.07 0.12 -0.16  -0.646

---

Entry 4:
Density functional theory data (ωB97M-V/def2-TZVPD) for an isolated molecule of C3H4N2O.

Summary:
E_HOMO   -10.459 eV
Kohn-Sham gap   10.72 eV

Last column: natural (NBO) charge in e.
Cartesian coordinates (Å):
C: 1.72 -0.77 -0.03  0.244
C: -0.08 1.00 -0.02  -0.703
H: -1.98 -0.27 0.13  0.453
N: -0.47 -1.48 -0.03  -0.006
C: 0.31 -0.45 -0.06  0.058
N: 2.86 -0.99 0.02  -0.278
H: -0.84 1.23 -0.81  0.236
H: -0.52 1.31 0.98  0.244
H: 0.81 1.65 -0.18  0.263
O: -1.81 -1.23 0.00  -0.511

---

Entry 5:
Density functional theory data (ωB97M-V/def2-TZVPD) for an isolated molecule of C3H4N2O.

Summary:
E_HOMO   -8.608 eV
Kohn-Sham gap   9.41 eV

Last column: natural (NBO) charge in e.
Cartesian coordinates (Å):
O: -2.43 0.08 0.05  -0.661
C: 1.22 0.44 -0.08  -0.118
H: -2.37 -0.95 -0.11  0.515
H: -0.04 2.11 -0.18  0.434
N: -0.39 -1.12 -0.15  -0.546
H: 2.36 0.79 0.23  0.234
H: 1.64 -1.60 0.35  0.206
C: -0.98 0.07 -0.06  0.598
C: 0.98 -0.90 -0.01  -0.093
N: 0.00 1.07 -0.05  -0.570

---

Entry 6:
Density functional theory data (ωB97M-V/def2-TZVPD) for an isolated molecule of C3H4N2O.

Summary:
E_HOMO   -8.635 eV
Kohn-Sham gap   9.45 eV

Last column: natural (NBO) charge in e.
Cartesian coordinates (Å):
H: -2.29 -0.93 0.47  0.423
H: 0.45 2.20 -0.72  0.231
O: 2.02 -0.17 0.20  -0.685
N: -1.52 -0.29 0.18  -0.441
H: 2.34 -0.69 -0.54  0.478
C: -0.31 -0.81 0.40  -0.035
N: -1.28 1.18 -0.41  -0.226
C: 0.68 0.06 0.03  0.102
H: -0.12 -1.80 0.82  0.217
C: 0.03 1.24 -0.42  -0.064

---

Entry 7:
Density functional theory data (ωB97M-V/def2-TZVPD) for a cluster of 2 separate species, C3H4N2O in total.

Summary:
E_HOMO   -10.660 eV
Kohn-Sham gap   11.53 eV

Last column: natural (NBO) charge in e.
Cartesian coordinates (Å):
H: -1.06 -0.94 -2.84  0.239
H: 1.76 1.05 1.74  0.377
N: -1.23 0.01 0.92  -0.309
C: 0.68 -0.73 -1.41  -0.220
H: 1.52 -0.65 -0.75  0.266
C: -0.29 -0.80 -2.11  -0.293
N: 1.23 0.37 1.19  -0.725
C: -0.01 0.54 1.27  0.662
O: -0.99 1.27 1.79  -0.363
H: -1.53 0.37 0.01  0.367

---

Entry 8:
Density functional theory data (ωB97M-V/def2-TZVPD) for a structure of composition C3H4N2O.

Summary:
E_HOMO   -8.596 eV
Kohn-Sham gap   8.89 eV

Last column: natural (NBO) charge in e.
Cartesian coordinates (Å):
H: -0.75 2.13 -0.20  0.411
N: 1.26 -0.03 0.44  -0.484
N: -0.64 1.28 -0.76  -0.739
O: -0.12 -1.78 0.71  -0.441
C: 1.10 -1.23 0.90  0.316
C: -0.88 -0.84 0.03  -0.120
H: -1.55 0.58 -0.78  0.463
H: 1.84 -1.83 1.42  0.186
C: 0.01 0.17 -0.09  -0.002
H: -0.26 1.55 -1.68  0.411

---

Entry 9:
Density functional theory data (ωB97M-V/def2-TZVPD) for a cluster of 2 separate species, C3H4N2O in total.

Summary:
E_HOMO   -8.873 eV
Kohn-Sham gap   9.30 eV

Last column: natural (NBO) charge in e.
Cartesian coordinates (Å):
H: 2.36 -0.94 1.20  0.404
C: -1.31 0.62 -1.44  -0.232
H: -1.56 1.45 -0.80  0.256
N: -0.03 1.03 1.24  0.149
H: -0.71 -1.17 -2.70  0.233
N: 1.40 -1.00 0.91  -0.825
C: -0.99 -0.33 -2.10  -0.268
O: -0.76 2.01 1.33  -0.485
C: 0.65 0.10 1.15  0.365
H: 0.96 -1.87 1.14  0.404

---

Entry 10:
Density functional theory data (ωB97M-V/def2-TZVPD) for an isolated molecule of C3H4N2O.

Summary:
E_HOMO   -8.141 eV
Kohn-Sham gap   9.20 eV

Last column: natural (NBO) charge in e.
Cartesian coordinates (Å):
N: 0.32 -0.67 1.00  -0.497
H: -0.09 1.78 1.68  0.404
H: 1.17 -2.44 0.17  0.192
C: -0.43 -0.12 -1.06  -0.119
C: -0.21 0.35 0.21  0.278
C: 0.43 -1.66 0.17  0.356
H: -0.58 2.35 0.12  0.393
N: -0.40 1.59 0.74  -0.806
O: -0.08 -1.46 -1.03  -0.411
H: -0.14 0.27 -2.02  0.210

---

Entry 11:
Density functional theory data (ωB97M-V/def2-TZVPD) for an isolated molecule of C3H4N2O.

Summary:
E_HOMO   -8.482 eV
Kohn-Sham gap   9.06 eV

Last column: natural (NBO) charge in e.
Cartesian coordinates (Å):
C: -0.67 0.84 -0.09  -0.389
N: 0.81 -0.33 -1.34  -0.267
N: 1.21 -0.33 -0.05  -0.384
H: -0.89 0.07 2.27  0.487
H: -1.01 0.24 -2.19  0.209
C: 0.25 0.25 0.74  0.420
H: -1.54 1.36 0.28  0.218
H: 2.17 -0.57 0.14  0.416
C: -0.35 0.30 -1.34  -0.048
O: -0.17 -0.42 1.85  -0.662

---

Entry 12:
Density functional theory data (ωB97M-V/def2-TZVPD) for an isolated molecule of C3H4N2O.

Summary:
E_HOMO   -7.901 eV
Kohn-Sham gap   8.22 eV

Last column: natural (NBO) charge in e.
Cartesian coordinates (Å):
C: 0.52 -1.16 0.79  -0.257
N: -0.11 -0.87 -0.44  -0.509
N: 0.03 0.98 0.70  -0.680
H: 0.90 -2.15 0.99  0.211
H: -1.12 1.90 -1.38  0.508
H: 0.89 1.49 0.92  0.467
C: 0.61 -0.05 1.57  -0.193
O: -0.94 0.97 -1.55  -0.642
H: -0.45 -1.55 -1.11  0.426
C: -0.33 0.43 -0.49  0.669

---

Entry 13:
Density functional theory data (ωB97M-V/def2-TZVPD) for an isolated molecule of C3H4N2O2.

Summary:
E_HOMO   -9.095 eV
Kohn-Sham gap   8.96 eV

Last column: natural (NBO) charge in e.
Cartesian coordinates (Å):
H: 1.78 -1.70 0.33  0.217
H: 2.59 1.07 -0.52  0.499
H: -1.84 -1.55 -0.71  0.397
N: -0.13 0.93 0.31  -0.620
O: 2.23 0.84 0.35  -0.672
C: 0.99 0.27 0.16  0.412
N: -0.97 -1.11 -0.39  -0.695
C: -1.17 0.12 0.02  0.695
H: -2.27 1.51 0.56  0.506
C: 1.17 -1.02 -0.28  -0.077
O: -2.40 0.64 0.17  -0.661

---

Entry 14:
Density functional theory data (ωB97M-V/def2-TZVPD) for a structure of composition C3H4N2O2.

Summary:
E_HOMO   -8.784 eV
Kohn-Sham gap   8.40 eV

Last column: natural (NBO) charge in e.
Cartesian coordinates (Å):
C: 1.23 0.86 0.00  0.034
C: -0.37 0.10 -0.79  0.623
C: -0.06 -0.53 1.17  0.268
H: -0.65 0.30 1.50  0.269
H: -1.81 1.01 -1.65  0.486
O: -0.31 -0.77 -1.62  -0.610
O: -1.27 1.13 -0.85  -0.716
N: 1.49 0.72 1.16  -0.386
N: 0.22 -1.70 1.29  -0.626
H: 1.65 1.31 -0.89  0.241
H: -0.12 -2.43 0.66  0.417

---

Entry 15:
Density functional theory data (ωB97M-V/def2-TZVPD) for an isolated molecule of C3H4N2O2.

Summary:
E_HOMO   -8.815 eV
Kohn-Sham gap   8.78 eV

Last column: natural (NBO) charge in e.
Cartesian coordinates (Å):
H: -2.41 1.28 0.49  0.496
N: -0.29 0.96 0.00  -0.533
H: 2.46 0.90 -1.28  0.474
H: -2.00 -1.32 -1.43  0.356
O: 2.81 0.16 -0.74  -0.678
C: -1.34 0.13 -0.51  0.655
H: 2.00 -1.39 0.49  0.235
N: -1.12 -0.86 -1.24  -0.719
C: 0.76 0.30 -0.03  0.423
C: 1.69 -0.59 -0.20  -0.049
O: -2.54 0.48 -0.03  -0.660

---

Entry 16:
Density functional theory data (ωB97M-V/def2-TZVPD) for an isolated molecule of C3H4N2O2.

Summary:
E_HOMO   -9.164 eV
Kohn-Sham gap   9.69 eV

Last column: natural (NBO) charge in e.
Cartesian coordinates (Å):
N: 0.44 1.51 0.06  -0.871
H: 2.09 -0.78 -1.27  0.229
H: 0.17 2.19 -0.63  0.387
H: -2.10 0.75 0.75  0.497
C: 0.31 0.13 0.02  -0.099
C: -0.80 -0.57 0.35  0.590
H: 0.79 1.89 0.86  0.375
O: -0.63 -1.92 0.21  -0.301
N: 0.57 -2.11 -0.52  -0.132
O: -2.00 -0.17 0.82  -0.648
C: 1.17 -0.92 -0.65  -0.027

---

Entry 17:
Density functional theory data (ωB97M-V/def2-TZVPD) for an isolated molecule of C3H4N2O2.

Summary:
E_HOMO (spin up / spin down)   -7.715 / -7.713 eV
Kohn-Sham gap (spin up / spin down)   7.56 / 7.56 eV

Last column: natural (NBO) charge in e.
Cartesian coordinates (Å):
H: 2.90 1.16 0.30  0.493
H: -2.92 1.27 -0.25  0.500
N: 0.51 1.22 -0.57  -0.493
O: -2.42 0.48 -0.46  -0.703
H: -1.37 -1.58 -0.08  0.426
H: 1.01 -1.93 0.12  0.214
C: -1.22 0.50 0.18  0.389
O: 2.48 0.33 0.52  -0.686
C: 1.22 0.30 -0.01  0.351
C: 0.56 -0.95 0.11  0.012
N: -0.75 -0.80 0.12  -0.503

---

Entry 18:
Density functional theory data (ωB97M-V/def2-TZVPD) for an isolated molecule of C3H4N2O2.

Summary:
E_HOMO   -9.051 eV
Kohn-Sham gap   9.74 eV

Last column: natural (NBO) charge in e.
Cartesian coordinates (Å):
O: 1.92 0.64 0.05  -0.352
H: 0.40 1.70 -0.86  0.215
H: -3.17 -0.13 -0.16  0.486
C: 0.88 -1.24 0.04  -0.039
N: 2.02 -0.71 0.04  -0.043
N: -1.32 -0.68 0.03  -0.100
H: 0.69 -2.25 -0.07  0.222
H: 0.40 1.57 0.93  0.215
O: -2.29 0.25 0.08  -0.561
C: -0.13 -0.24 -0.06  0.108
C: 0.60 1.09 -0.02  -0.151

---

Entry 19:
Density functional theory data (ωB97M-V/def2-TZVPD) for an isolated molecule of C3H4N2O2.

Summary:
E_HOMO   -8.456 eV
Kohn-Sham gap   8.66 eV

Last column: natural (NBO) charge in e.
Cartesian coordinates (Å):
H: -1.18 1.15 -1.66  0.375
H: 0.27 -2.71 0.77  0.510
O: -0.47 -2.08 0.78  -0.616
N: -0.31 1.57 -1.34  -0.803
C: 0.07 -0.90 0.96  0.932
C: 0.22 0.77 -0.32  0.017
H: 0.34 1.56 -2.12  0.382
N: -0.75 0.19 0.58  -0.685
O: 1.25 -0.75 1.27  -0.538
H: -0.97 0.80 1.37  0.402
C: 1.52 0.40 -0.28  0.024

---

Entry 20:
Density functional theory data (ωB97M-V/def2-TZVPD) for a structure of composition C3H4N2O2.

Summary:
E_HOMO   -9.021 eV
Kohn-Sham gap   9.52 eV

Last column: natural (NBO) charge in e.
Cartesian coordinates (Å):
H: -1.09 -0.77 -0.99  0.328
H: 2.31 1.47 0.00  0.495
N: 0.03 0.95 -0.10  -0.555
H: 1.18 -2.12 0.32  0.222
H: -2.28 1.54 -0.01  0.497
C: 0.61 -1.21 0.27  -0.191
O: -2.31 0.59 0.15  -0.650
O: 2.32 0.51 0.10  -0.648
C: -1.05 0.14 -0.06  0.441
N: -0.75 -1.21 0.21  -0.399
C: 1.04 0.11 0.10  0.460